1.
Molecular formula: C45H42AsFN16O3SSc
Method: DFT, ωB97M-V/def2-TZVPD

XYZ file:
```
110
C45H42AsFN16O3SSc, DFT ωB97M-V/def2-TZVPD
Sc 1.317 -0.467 2.950
C 0.317 2.081 6.479
C 0.327 1.010 5.414
N 1.127 1.248 4.246
N 2.345 1.898 4.510
C 3.523 1.319 4.236
N 4.548 2.166 4.026
S 3.758 -0.362 4.169
C -1.040 0.616 4.860
C -2.247 0.979 5.429
C -3.416 0.474 4.877
C -3.339 -0.378 3.789
C -2.087 -0.676 3.273
N -0.967 -0.184 3.791
H 1.335 2.279 6.806
H -0.257 1.768 7.350
H -0.111 2.993 6.065
H 2.318 2.899 4.353
H 4.330 3.054 3.595
H 5.411 1.736 3.741
H -2.275 1.629 6.290
H -4.375 0.735 5.304
H -4.224 -0.811 3.345
H -1.968 -1.330 2.417
F -3.621 -1.108 -2.028
C -2.841 -0.030 -1.781
C -1.944 -0.057 -0.759
C -1.141 1.067 -0.531
C -0.142 1.009 0.534
O -0.087 -0.007 1.258
C 0.707 2.148 0.654
C 0.490 3.227 -0.144
N -0.440 3.291 -1.120
C -0.588 4.510 -1.886
C -0.238 4.496 -3.345
C 0.653 5.197 -2.367
C -1.264 2.199 -1.346
C -2.208 2.199 -2.386
C -2.982 1.085 -2.615
N -3.884 1.071 -3.731
C -3.500 0.101 -4.750
C -4.298 0.344 -6.013
N -5.766 0.250 -5.680
C -6.146 1.219 -4.589
C -5.290 0.938 -3.373
C 1.940 2.152 1.527
O 2.467 3.224 1.812
O 2.361 0.985 1.834
H -1.813 -0.944 -0.154
H 1.118 4.099 -0.018
H -1.419 5.125 -1.562
H -0.848 5.090 -4.011
H 0.122 3.558 -3.746
H 0.662 6.276 -2.343
H 1.598 4.721 -2.144
H -2.326 3.053 -3.035
H -3.639 -0.939 -4.415
H -2.443 0.227 -4.983
H -4.084 -0.392 -6.785
H -4.135 1.349 -6.399
H -5.973 -0.701 -5.367
H -6.329 0.416 -6.515
H -7.208 1.091 -4.388
H -5.959 2.216 -4.985
H -5.531 -0.056 -2.968
H -5.532 1.676 -2.608
N 1.812 -3.422 5.374
C 1.424 -2.241 5.915
N 1.378 -1.916 7.224
N 0.971 -0.665 7.260
N 0.802 -0.285 6.032
N 1.055 -1.236 5.152
C 1.657 -3.679 4.020
N 1.691 -4.909 3.551
N 1.511 -4.764 2.228
N 1.375 -3.526 1.929
N 1.463 -2.765 3.055
H 1.967 -4.215 5.974
C 5.734 -4.347 -1.176
C 4.849 -4.002 -2.192
C 3.744 -3.216 -1.909
C 3.519 -2.772 -0.610
C 4.404 -3.116 0.402
C 5.512 -3.904 0.118
As 1.992 -1.657 -0.143
C 2.091 -0.344 -1.594
C 2.916 0.770 -1.659
C 2.846 1.620 -2.754
C 1.937 1.364 -3.778
C 1.092 0.267 -3.707
C 1.171 -0.595 -2.615
C 0.359 -1.815 -2.417
C -0.593 -2.299 -3.312
C -1.291 -3.459 -3.017
C -1.041 -4.141 -1.831
C -0.086 -3.672 -0.937
C 0.615 -2.509 -1.228
H 6.594 -4.965 -1.395
H 5.022 -4.351 -3.202
H 3.050 -2.951 -2.701
H 4.221 -2.778 1.416
H 6.195 -4.177 0.912
H 3.620 0.970 -0.858
H 3.513 2.471 -2.823
H 1.913 2.012 -4.647
H 0.396 0.069 -4.515
H -0.771 -1.785 -4.251
H -2.020 -3.847 -3.717
H -1.580 -5.054 -1.608
H 0.126 -4.214 -0.026
```

Properties
Total charge ... +1
Maximum force ... 0.22 eV Å⁻¹
Energy ... -172420.657 eV


2.
Molecular formula: C14H32GdNO2P2Si
Method: DFT, ωB97M-V/def2-TZVPD

XYZ file:
```
53
C14H32GdNO2P2Si, DFT ωB97M-V/def2-TZVPD
Gd 0.121 1.602 -0.504
P 2.036 -0.449 0.624
C 2.192 -0.423 -1.247
C 1.058 -1.016 -1.969
N -0.184 -0.463 -1.692
C -1.329 -0.981 -2.198
C -1.286 -2.126 -3.019
C -0.031 -2.587 -3.420
C 1.110 -2.045 -2.896
C -2.616 -0.364 -1.819
P -2.475 1.389 -1.109
H 2.094 -2.463 -3.185
H -2.194 -2.534 -3.409
H 0.014 -3.472 -4.111
H -3.385 -0.386 -2.608
H -3.091 -1.015 -1.076
H 2.179 0.877 -1.552
H 3.111 -0.865 -1.541
H 0.817 3.319 -1.904
O 1.701 2.297 -1.957
H 2.156 2.450 -2.875
H -1.493 2.277 -1.306
O -0.002 3.827 -1.379
H -0.516 4.552 -1.038
C -3.270 2.308 -2.446
H -4.209 1.795 -2.651
H -3.425 3.291 -1.996
H -2.592 2.345 -3.314
C -3.807 1.257 0.150
H -3.648 1.948 0.989
H -4.785 1.503 -0.293
H -3.910 0.242 0.596
C 1.769 -2.236 0.916
H 2.731 -2.732 0.710
H 1.414 -2.427 1.944
H 1.058 -2.598 0.159
C 3.769 -0.174 1.152
H 3.850 -0.020 2.241
H 4.352 -1.058 0.855
H 4.196 0.687 0.614
C 2.028 1.874 3.211
Si 0.776 0.791 2.294
C 0.194 -0.549 3.502
C -0.731 1.917 2.019
H 2.953 1.357 3.526
H 1.567 2.291 4.138
H 2.342 2.716 2.568
H 0.052 -0.183 4.536
H -0.780 -0.938 3.172
H 0.822 -1.445 3.580
H -0.782 2.399 3.011
H -0.615 2.745 1.279
H -1.622 1.313 1.827
```

Properties
Total charge ... +2
Maximum force ... 6.09 eV Å⁻¹
Spin multiplicity ... 8
Energy ... -67893.730 eV


3.
Molecular formula: C4H5NO2
Method: DFT, ωB97M-V/def2-TZVPD

XYZ file:
```
12
C4H5NO2, DFT ωB97M-V/def2-TZVPD
C 0.759 0.828 1.686
O 0.422 1.348 0.424
C 0.002 0.568 -0.491
C -0.103 -0.861 -0.509
C -0.785 -1.142 -1.587
N -1.053 -0.026 -2.274
O -0.553 1.008 -1.562
H -0.136 0.185 1.944
H 1.699 0.170 1.696
H 1.002 1.585 2.325
H 0.011 -1.574 0.354
H -1.264 -2.089 -2.007
```

Properties
Maximum force ... 6.48 eV Å⁻¹
Energy ... -9810.988 eV


4.
Molecular formula: C3H3N2O
Method: DFT, ωB97M-V/def2-TZVPD

XYZ file:
```
9
C3H3N2O, DFT ωB97M-V/def2-TZVPD
C 1.084 -1.056 0.124
C 0.013 -0.104 0.010
C -1.381 0.033 0.025
N 0.827 0.857 0.015
N 2.290 -0.701 0.043
O 2.205 0.587 -0.034
H -1.836 -0.910 0.391
H -1.492 0.355 -1.007
H -1.710 0.939 0.433
```

Properties
Total charge ... +1
Maximum force ... 3.42 eV Å⁻¹
Energy ... -8170.765 eV


5.
Molecular formula: C7H12NO4
Method: DFT, ωB97M-V/def2-TZVPD

XYZ file:
```
24
C7H12NO4, DFT ωB97M-V/def2-TZVPD
C -3.283 1.252 -0.466
O -2.507 0.148 0.068
C -1.237 0.309 0.279
N -0.680 -0.618 1.432
C -0.168 -0.655 -0.015
O -0.146 -1.834 -0.535
C 1.092 0.251 -0.097
C 2.222 -0.214 0.772
C 1.533 0.401 -1.637
C 0.563 1.686 0.106
O 1.215 2.646 0.166
O -0.831 1.591 0.318
H -2.671 1.859 -0.979
H -3.975 1.604 0.333
H -4.112 0.814 -1.168
H -1.373 -1.203 1.860
H -0.017 -0.168 2.166
H -0.977 -2.216 -0.878
H 2.091 -0.285 1.953
H 2.403 -1.175 0.451
H 3.148 0.389 0.663
H 0.700 0.000 -2.357
H 1.730 1.479 -1.762
H 2.485 -0.266 -1.888
```

Properties
Total charge ... +1
Maximum force ... 6.17 eV Å⁻¹
Energy ... -17124.146 eV


6.
Molecular formula: C4H4I2
Method: DFT, ωB97M-V/def2-TZVPD

XYZ file:
```
10
C4H4I2, DFT ωB97M-V/def2-TZVPD
C 0.169 0.366 0.056
C 1.330 0.784 -0.022
C -0.865 -0.747 -0.062
C -1.360 0.621 -0.008
I 2.794 2.215 -0.007
I 2.829 -2.476 -0.012
H -0.706 -1.431 -0.866
H -0.853 -1.445 0.858
H -1.732 1.067 0.950
H -1.606 1.045 -0.889
```

Properties
Maximum force ... 4.17 eV Å⁻¹
Energy ... -20408.936 eV


7.
Molecular formula: C6H12Br4O2Sr4
Method: DFT, ωB97M-V/def2-TZVPD

XYZ file:
```
28
C6H12Br4O2Sr4, DFT ωB97M-V/def2-TZVPD
Sr 3.232 3.382 4.691
Sr -0.294 3.101 -0.954
Sr 3.122 3.377 0.745
Sr -0.342 3.116 3.153
O 2.157 1.954 2.724
C 1.702 0.687 2.291
C 0.552 0.591 1.155
O -0.468 1.584 1.055
H 1.160 0.164 3.079
H 2.568 0.085 2.016
H 0.013 -0.355 1.113
H 1.001 0.591 0.162
Br 0.426 -1.862 -5.249
C 1.482 -0.792 -4.036
C 0.763 -0.587 -2.677
Br -0.803 0.633 -2.757
H 1.760 0.088 -4.615
H 2.406 -1.335 -3.838
H 1.451 -0.190 -1.931
H 0.481 -1.530 -2.209
Br -2.213 -2.620 -1.132
C -2.939 -1.225 0.101
C -2.662 -1.610 1.537
Br -3.590 -3.289 2.097
H -4.020 -1.141 -0.010
H -2.510 -0.273 -0.214
H -2.851 -0.748 2.176
H -1.587 -1.793 1.528
```

Properties
Total charge ... +5
Maximum force ... 2.66 eV Å⁻¹
Spin multiplicity ... 2
Energy ... -293965.364 eV


8.
Molecular formula: C4H6N2O
Method: DFT, ωB97M-V/def2-TZVPD

XYZ file:
```
13
C4H6N2O, DFT ωB97M-V/def2-TZVPD
C 1.506 -0.676 -0.109
C 2.481 0.287 -0.136
C 0.567 1.325 0.151
C -0.978 -0.578 -0.091
N -1.666 2.303 -0.074
N 0.289 0.061 0.106
O 1.917 1.520 0.013
H 1.390 -1.768 -0.178
H 3.587 0.327 -0.167
H -1.072 -1.224 -0.872
H -1.180 -0.961 0.897
H -1.780 0.308 -0.224
H -1.561 3.270 0.258
```

Properties
Maximum force ... 6.26 eV Å⁻¹
Energy ... -9265.915 eV


9.
Molecular formula: C36H50F9O24P
Method: DFT, ωB97M-V/def2-TZVPD

XYZ file:
```
120
C36H50F9O24P, DFT ωB97M-V/def2-TZVPD
F -1.883 -2.218 -4.071
C -0.760 -2.662 -4.976
F -1.333 -2.900 -6.313
F 0.206 -1.502 -5.012
C 0.009 -3.906 -4.272
F -0.859 -4.340 -3.113
F 1.289 -3.440 -3.614
C 0.255 -5.242 -5.171
F 0.582 -6.335 -4.175
F -0.988 -5.764 -5.857
C 1.526 -5.205 -6.197
F 2.687 -5.827 -5.456
F 1.231 -6.081 -7.357
P 2.106 -3.495 -6.775
H 1.043 -2.635 -7.221
H 3.015 -2.848 -5.865
C -2.894 -0.389 -2.477
C -3.473 0.502 -1.395
C -4.649 1.320 -1.841
O -4.599 2.436 -0.977
C -3.283 2.588 -0.619
O -2.835 3.563 -0.048
O -2.547 1.503 -0.999
H -2.613 -1.356 -2.048
H -3.619 -0.596 -3.267
H -1.991 0.042 -2.921
H -3.726 -0.095 -0.506
H -5.596 0.783 -1.724
H -4.565 1.676 -2.874
C -4.772 3.205 2.938
C -4.616 3.945 4.253
C -3.439 4.874 4.295
O -3.134 4.929 5.673
C -3.559 3.740 6.210
O -3.280 3.352 7.328
O -4.328 3.050 5.317
H -5.832 3.147 2.670
H -4.270 3.721 2.116
H -4.398 2.179 2.999
H -5.545 4.479 4.502
H -3.682 5.871 3.913
H -2.562 4.492 3.760
C -6.570 9.804 6.990
C -5.826 8.741 6.205
C -5.328 9.204 4.868
O -5.274 8.006 4.123
C -6.217 7.171 4.666
O -6.590 6.132 4.156
O -6.684 7.668 5.848
H -6.300 9.739 8.049
H -6.307 10.813 6.663
H -7.654 9.677 6.924
H -5.002 8.330 6.808
H -4.337 9.666 4.930
H -6.013 9.896 4.364
C 0.125 1.944 3.363
C 1.119 2.443 4.393
C 1.168 3.937 4.522
O 2.482 4.168 4.986
C 3.242 3.124 4.525
O 4.458 3.091 4.559
O 2.453 2.133 4.016
H -0.380 1.050 3.740
H -0.655 2.680 3.157
H 0.613 1.667 2.423
H 0.925 1.973 5.368
H 0.433 4.317 5.239
H 1.039 4.461 3.568
C 5.483 -6.818 -2.146
C 5.587 -5.341 -2.478
C 4.884 -4.444 -1.502
O 4.574 -3.312 -2.286
C 4.463 -3.757 -3.579
O 4.008 -3.099 -4.495
O 4.922 -5.037 -3.694
H 6.439 -7.310 -2.349
H 5.264 -6.985 -1.089
H 4.724 -7.321 -2.754
H 6.642 -5.050 -2.587
H 5.524 -4.167 -0.658
H 3.949 -4.867 -1.117
C 5.926 -8.625 4.000
C 5.679 -7.928 2.675
C 6.036 -8.754 1.474
O 6.331 -7.775 0.500
C 6.761 -6.667 1.183
O 7.290 -5.702 0.665
O 6.523 -6.797 2.521
H 5.111 -8.398 4.694
H 5.951 -9.711 3.891
H 6.855 -8.289 4.471
H 4.636 -7.583 2.616
H 5.208 -9.390 1.145
H 6.927 -9.375 1.622
C -0.176 -7.761 -12.315
C 0.891 -6.806 -11.815
C 1.780 -7.384 -10.753
O 2.202 -6.239 -10.042
C 1.210 -5.303 -10.193
O 1.137 -4.270 -9.555
O 0.315 -5.692 -11.148
H -0.288 -7.654 -13.398
H 0.091 -8.804 -12.130
H -1.152 -7.555 -11.866
H 1.486 -6.425 -12.657
H 2.639 -7.916 -11.174
H 1.253 -8.049 -10.059
C 1.009 7.646 5.615
C -0.390 8.109 5.257
C -0.426 9.356 4.423
O -1.683 9.912 4.748
C -1.979 9.482 6.017
O -2.885 9.923 6.698
O -1.116 8.502 6.413
H 1.064 6.555 5.554
H 1.759 8.036 4.923
H 1.284 7.927 6.637
H -0.946 7.296 4.768
H -0.364 9.142 3.352
H 0.352 10.080 4.689
```

Properties
Maximum force ... 5.57 eV Å⁻¹
Energy ... -121023.944 eV


10.
Molecular formula: CH2DyF3O
Method: DFT, ωB97M-V/def2-TZVPD

XYZ file:
```
8
CH2DyF3O, DFT ωB97M-V/def2-TZVPD
H -0.195 -0.893 0.379
Dy 2.411 0.129 -1.040
O 0.878 -1.464 0.054
H 0.758 -2.397 -0.138
C -0.604 0.910 0.054
F -1.840 0.347 -0.207
F -0.614 1.208 1.393
F -0.794 2.159 -0.496
```

Properties
Maximum force ... 4.87 eV Å⁻¹
Spin multiplicity ... 6
Energy ... -35348.520 eV


11.
Molecular formula: C10H13BN2O2
Method: DFT, ωB97M-V/def2-TZVPD

XYZ file:
```
28
C10H13BN2O2, DFT ωB97M-V/def2-TZVPD
B 4.404 0.251 -2.856
C -3.078 0.697 -0.756
C -2.793 0.332 0.558
C -2.093 0.785 -1.717
C 0.958 0.072 0.043
C 1.378 0.336 -1.222
C -0.475 0.171 0.028
C -1.500 0.046 0.983
C -0.799 0.518 -1.300
C -0.386 -1.459 2.545
C -2.163 -0.039 3.333
N 4.286 0.196 -4.220
N -1.187 -0.282 2.303
O 0.331 0.598 -2.047
O 5.460 0.238 -2.071
H -4.103 0.908 -1.027
H -3.617 0.261 1.250
H -2.308 1.059 -2.737
H 1.584 -0.135 0.888
H 0.119 -1.761 1.635
H 0.359 -1.256 3.317
H -1.009 -2.298 2.885
H -2.604 0.945 3.192
H -2.964 -0.793 3.357
H -1.653 -0.056 4.298
H 3.399 0.209 -4.691
H 5.076 0.143 -4.849
H 5.379 0.313 -1.122
```

Properties
Maximum force ... 1.48 eV Å⁻¹
Energy ... -18329.748 eV


12.
Molecular formula: C6H10N2O2S
Method: DFT, ωB97M-V/def2-TZVPD

XYZ file:
```
21
C6H10N2O2S, DFT ωB97M-V/def2-TZVPD
O -4.053 -0.654 -0.543
C -2.872 -0.334 -0.259
O -1.880 -1.360 0.076
C -2.169 0.983 -0.551
C -1.214 1.358 0.690
N 0.145 1.650 0.248
C 1.002 0.643 -0.108
N 0.635 -0.630 0.051
C 1.926 -1.528 0.428
C 2.891 -1.017 -0.437
S 2.758 0.754 -0.478
H -0.870 -0.992 0.277
H -2.860 1.930 -0.930
H -1.701 0.715 -1.549
H -1.888 2.045 1.313
H -1.090 0.330 1.376
H 0.500 2.681 0.032
H 2.059 -1.256 1.555
H 1.906 -2.622 0.268
H 2.866 -1.441 -1.410
H 3.908 -1.255 -0.051
```

Properties
Maximum force ... 5.31 eV Å⁻¹
Energy ... -24291.871 eV